1.
Molecular formula: C35H29F5IN5O7ReSSe
Method: DFT, ωB97M-V/def2-TZVPD

```
! wB97M-V def2-TZVPD RIJCOSX def2/J DEFGRID3
* xyz 0 4
Re 0.710 0.180 0.085
I 2.082 -1.733 1.549
Se 3.337 0.435 -2.146
S 0.019 2.515 -2.228
F 2.813 2.402 -0.080
F 3.758 0.936 1.859
F 1.027 2.942 1.005
F 2.052 1.303 3.134
F 3.220 2.959 2.413
O 0.680 3.663 -1.707
O -1.549 2.273 1.531
O -4.185 -3.321 -1.683
O 0.681 1.791 -3.278
O -2.481 0.538 -0.306
O 0.794 -1.010 -1.797
O -0.128 0.565 1.958
N -0.740 -1.678 0.310
N -1.182 -1.606 -4.723
N 4.721 -1.745 -0.886
N 5.643 0.151 -0.396
N -0.483 1.430 -1.036
C 2.706 1.775 2.073
C -0.862 0.466 4.595
C -2.616 -1.828 -2.833
C -2.514 2.231 -1.962
C -2.409 2.264 4.187
C -2.185 -2.970 3.496
C -1.625 2.931 -2.748
C -0.249 -1.294 -2.524
C -3.878 2.396 -2.122
C -2.045 3.811 -3.722
C -1.641 -1.900 -0.585
C 0.199 -2.846 3.685
C -2.806 2.226 5.514
C -4.003 -2.037 -2.281
C 3.872 -2.728 -1.528
C -2.238 1.302 6.381
C 4.642 -0.409 -1.113
C -1.503 -1.637 -1.981
C 1.868 1.902 0.768
C 5.954 1.565 -0.359
C -0.138 -1.375 -3.962
C -1.030 -3.169 4.239
C -2.123 -2.473 2.206
C -0.897 -2.157 1.616
C -3.413 3.971 -3.894
C -4.320 3.274 -3.101
C 5.754 -2.009 -0.010
C 1.182 -1.173 -4.632
C -1.442 1.380 3.722
C -1.045 1.461 2.274
C 0.236 -2.346 2.401
C -2.399 -1.792 -4.182
C 6.325 -0.825 0.298
C -1.263 0.428 5.922
C -1.854 1.314 -1.001
H 2.847 -2.360 -1.554
H -5.382 3.419 -3.246
H 5.616 2.014 0.572
H -4.562 1.849 -1.488
H 3.915 -3.659 -0.965
H 4.201 -2.900 -2.553
H -3.212 -1.924 -4.888
H 5.998 -3.006 0.312
H -1.329 4.353 -4.326
H -3.035 -2.293 1.653
H -2.550 1.267 7.417
H 1.527 -0.160 -4.447
H -3.148 -3.199 3.931
H -3.552 2.923 5.874
H 5.444 2.050 -1.188
H 1.068 -1.332 -5.702
H -0.095 -0.203 4.229
H 7.155 -0.599 0.944
H -3.777 4.655 -4.649
H 1.113 -2.970 4.251
H 7.031 1.704 -0.449
H -4.201 -1.308 -1.495
H -2.831 2.972 3.487
H -0.802 -0.282 6.598
H -2.535 -2.457 -0.312
H -4.731 -1.877 -3.082
H 1.934 -1.854 -4.231
H -1.081 -3.550 5.250
H -4.054 -3.993 -2.359
*
```

Results
⟨S²⟩ = 3.7752
Electronic energy = -5826.5376 Eh
Energy above the lowest of the compared OMol25 structures with the same formula, charge and spin = 10.5 kcal/mol
Gap between HOMO and LUMO (spin up / spin down) = 0.242 / 0.216 Ha
Max |F| = 1.94 eV/Å

Results of the Mulliken charge analysis, in e, for atoms 1 through 2: 1.445, 0.083



2.
Molecular formula: C4HF6NO2S
Method: DFT, ωB97M-V/def2-TZVPD

```
! wB97M-V def2-TZVPD RIJCOSX def2/J DEFGRID3
* xyz 0 1
S 0.467 1.530 1.228
F 1.814 0.622 -1.877
F -2.864 0.655 0.017
F 1.447 -1.430 -2.408
F -2.007 0.559 1.985
F -2.312 -1.248 0.859
F 2.050 -0.935 -0.402
O 1.570 1.981 0.434
O -1.055 -0.690 -1.871
N 0.744 0.078 1.926
C -0.579 0.233 0.158
C -0.204 -0.390 -1.064
C 1.300 -0.529 -1.441
C -1.939 0.029 0.758
H 1.569 -0.466 1.697
*
```

Results
Electronic energy = -1355.5180 Eh
SMILES string = N=S(=O)=C(C(=O)C(F)(F)F)C(F)(F)F
Energy above the lowest of the compared OMol25 structures with the same formula, charge and spin = 48.1 kcal/mol
Gap between HOMO and LUMO (spin up / spin down) = 0.299 / 0.288 Ha
Max |F| = 3.64 eV/Å

Results of the Mulliken charge analysis, in e, for atoms 1 through 2: 0.597, -0.222



Which formula does entry 1 have? C35H29F5IN5O7ReSSe



Which value of electronic energy does entry 1 give? -5826.5376 Eh



The highest max |F| belongs to which entry? C4HF6NO2S



The highest max |F| belongs to which entry? C4HF6NO2S